Formula: C23H21CsN6O11
Source: the OMol25 dataset
Level of theory: wB97M-V/def2-TZVPD

Structure (XYZ):
```
62
Properties=species:S:1:pos:R:3:forces:R:3
Cs -0.252 0.838 -0.483 1.1 -2.1 0.3
O 2.702 -4.417 -1.723 0.1 0.1 0.0
C 2.297 -3.337 -1.285 -0.2 -0.2 0.0
N 1.737 -2.300 -1.919 0.1 0.3 0.0
C 1.799 -2.190 -3.257 -0.3 -0.5 -0.1
O 2.549 -2.718 -4.078 0.1 0.2 0.1
C 0.683 -1.318 -3.809 0.1 0.2 0.0
C 0.010 -1.729 -4.956 0.0 0.0 0.0
C -1.051 -0.972 -5.421 0.0 0.0 0.0
C -1.393 0.193 -4.748 0.0 0.0 0.0
C -0.636 0.540 -3.642 -0.1 0.1 -0.2
N 0.372 -0.190 -3.171 -0.1 -0.1 -0.3
C 2.327 -3.187 0.235 0.1 0.0 0.0
C 3.283 -3.926 0.934 0.0 0.0 0.0
C 3.323 -3.847 2.311 0.0 0.0 0.0
C 2.382 -3.057 2.959 0.0 0.0 0.0
C 1.461 -2.371 2.183 0.0 0.0 0.1
N 1.436 -2.412 0.852 0.1 0.0 -0.1
H 0.326 -2.640 -5.444 0.0 0.0 0.0
H -1.611 -1.289 -6.293 0.0 0.0 0.0
H -2.224 0.817 -5.050 0.0 0.0 0.0
H -0.869 1.449 -3.094 -0.1 0.0 -0.2
H 3.955 -4.553 0.366 0.0 0.0 0.0
H 4.063 -4.402 2.876 0.0 0.0 0.0
H 2.353 -2.979 4.038 0.0 0.0 0.0
H 0.692 -1.766 2.652 0.0 0.0 0.0
O -1.167 3.500 2.458 0.0 0.0 0.1
C -1.037 3.532 1.217 0.0 0.1 -0.1
O -0.035 3.162 0.548 -0.1 1.0 0.6
C -2.200 4.087 0.407 0.0 0.1 0.0
C -2.663 5.337 0.674 0.0 0.0 0.0
C -3.667 5.927 -0.125 0.0 0.0 0.1
C -4.183 5.251 -1.210 -0.1 0.0 -0.1
C -3.721 3.985 -1.494 0.0 0.0 -0.1
C -2.775 3.278 -0.658 0.0 0.0 0.0
O -2.502 2.067 -0.788 -0.8 0.6 -0.1
N -4.247 3.355 -2.692 0.0 -0.1 0.1
O -5.376 3.665 -3.065 0.1 0.0 0.0
O -3.547 2.555 -3.289 0.0 0.1 0.0
N -4.135 7.252 0.163 0.2 0.1 -0.2
O -3.635 7.858 1.105 -0.1 0.0 0.0
O -4.994 7.751 -0.561 -0.1 0.0 0.1
H -2.254 5.891 1.507 0.0 0.0 0.0
H -4.929 5.709 -1.842 0.0 0.0 0.0
C -2.187 -2.903 0.979 0.0 0.0 -0.1
O -2.479 -2.886 2.364 0.0 0.0 0.1
H -2.647 -3.798 0.560 0.0 0.0 0.0
H -1.111 -2.938 0.776 -0.1 0.0 0.0
H -2.612 -2.038 0.458 0.0 0.0 0.0
H -2.059 -2.102 2.751 0.0 0.0 0.0
C 0.877 2.156 4.448 0.0 0.0 0.0
N 0.368 0.798 4.434 -0.1 -0.1 -0.1
C 1.033 -0.178 5.264 0.0 0.0 0.0
C -0.672 0.445 3.649 0.1 0.2 0.1
O -1.115 -0.697 3.576 0.0 0.0 0.0
H 0.777 2.585 5.450 0.0 0.0 0.0
H 0.323 2.764 3.729 0.0 0.0 0.0
H 1.937 2.156 4.176 0.0 0.0 0.0
H 0.982 0.120 6.316 0.0 0.0 0.0
H 2.086 -0.263 4.981 0.0 0.0 0.0
H 0.545 -1.141 5.138 0.0 0.0 0.0
H -1.086 1.292 3.083 0.0 0.0 0.0
```
Forces are in eV/Å.

Values from the calculation:
Energy relative to the best compared isomer or geometry (same formula, charge and spin) ... 0.755 eV
Charge ... -2

Atom-resolved charges from Mulliken, all expressed in e: atom 1 (Cs): 1.1880, atom 2 (O): -0.6955, atom 3 (C): 0.1354, atom 4 (N): -0.2636, atom 5 (C): 0.1469, atom 6 (O): -0.6710, atom 7 (C): 0.2901, atom 8 (C): -0.4968, atom 9 (C): -0.3382, atom 10 (C): -0.8054, atom 11 (C): -0.0061, atom 12 (N): -0.4207, atom 13 (C): 0.2680, atom 14 (C): -0.5871, atom 15 (C): -0.3805, atom 16 (C): -0.6622, atom 17 (C): 0.1579, atom 18 (N): -0.0127, atom 19 (H): 0.4205, atom 20 (H): 0.3911, atom 21 (H): 0.4227, atom 22 (H): 0.5572, atom 23 (H): 0.4430, atom 24 (H): 0.3852, atom 25 (H): 0.4026, atom 26 (H): 0.2165, atom 27 (O): -0.8801, atom 28 (C): 0.1505, atom 29 (O): -0.9381, atom 30 (C): 0.6262, atom 31 (C): -0.3125, atom 32 (C): -0.4991, atom 33 (C): -0.2817, atom 34 (C): -0.2962, atom 35 (C): 0.6772, atom 36 (O): -0.8145, atom 37 (N): 0.8289, atom 38 (O): -0.6476, atom 39 (O): -0.5105, atom 40 (N): 1.0112, atom 41 (O): -0.6755, atom 42 (O): -0.6825, atom 43 (H): 0.5070, atom 44 (H): 0.5624, atom 45 (C): -0.2226, atom 46 (O): -0.5634, atom 47 (H): 0.2638, atom 48 (H): 0.0402, atom 49 (H): 0.1293, atom 50 (H): 0.4831, atom 51 (C): -0.5932, atom 52 (N): 0.1983, atom 53 (C): -1.0589, atom 54 (C): 0.1390, atom 55 (O): -0.8288, atom 56 (H): 0.2788, atom 57 (H): 0.1293, atom 58 (H): 0.3015, atom 59 (H): 0.3801, atom 60 (H): 0.3347, atom 61 (H): 0.2813, atom 62 (H): 0.3972

---

Formula: C23H21F6N6O2PdSSb
Source: the OMol25 dataset
Level of theory: wB97M-V/def2-TZVPD

Structure (XYZ):
```
61
Properties=species:S:1:pos:R:3:forces:R:3
Pd -1.099 1.046 -1.962 0.1 0.3 -0.4
C -2.580 4.580 0.275 0.0 0.0 0.0
C -1.947 3.619 -0.674 -0.1 0.0 0.1
N -2.111 2.355 -0.616 0.2 -0.1 0.0
N -2.980 1.739 0.243 -0.1 0.1 0.0
C -3.616 0.653 -0.253 0.0 -0.1 -0.2
N -4.426 -0.005 0.567 0.0 0.0 0.0
S -3.432 0.187 -1.877 0.0 0.0 0.1
C -1.133 4.049 -1.834 0.1 0.0 -0.1
C -0.683 5.343 -1.994 0.0 0.0 0.0
C 0.001 5.676 -3.158 0.0 0.0 0.0
C 0.193 4.710 -4.121 0.0 0.0 0.0
C -0.268 3.420 -3.880 0.0 0.0 0.0
N -0.911 3.098 -2.768 0.0 0.0 0.3
H -1.992 4.642 1.193 0.0 0.0 0.0
H -3.585 4.243 0.530 0.0 0.0 0.0
H -2.650 5.575 -0.154 0.0 0.0 0.0
H -3.028 2.011 1.215 0.1 0.0 0.0
H -4.576 0.268 1.524 0.0 0.0 0.0
H -4.885 -0.834 0.228 0.0 0.0 0.0
H -0.847 6.082 -1.223 0.0 0.0 0.0
H 0.376 6.679 -3.301 0.0 0.0 0.0
H 0.714 4.927 -5.042 0.0 0.0 0.0
H -0.099 2.622 -4.588 0.0 0.0 0.0
O -0.222 -1.015 -2.094 -0.2 0.1 0.4
C -0.107 -1.383 -0.920 0.2 -0.2 0.0
N 0.792 -2.331 -0.526 -0.2 0.4 -0.3
C 0.849 -2.657 0.841 0.0 -0.6 0.1
C -0.585 -1.120 1.296 -0.3 0.4 -0.2
O -0.795 -0.957 2.430 0.1 -0.1 0.1
N -0.859 -0.812 0.086 0.1 -0.3 0.0
C 2.089 -2.297 1.517 0.2 0.3 0.1
C 2.546 -0.975 1.401 0.0 -0.1 0.0
C 3.738 -0.590 1.980 0.0 0.0 0.0
C 4.497 -1.523 2.675 0.0 0.0 0.0
C 4.061 -2.838 2.790 0.1 0.0 0.0
C 2.863 -3.227 2.221 -0.2 0.0 0.0
C -0.010 -3.753 1.293 0.1 0.2 -0.1
C -0.189 -3.993 2.663 0.0 -0.1 0.1
C -0.994 -5.033 3.086 0.0 0.1 0.0
C -1.644 -5.838 2.157 0.0 0.0 0.0
C -1.491 -5.594 0.799 0.0 0.0 -0.1
C -0.687 -4.555 0.364 -0.1 -0.1 0.0
H 1.644 -2.350 -1.076 0.0 0.0 0.0
H 1.953 -0.250 0.858 0.0 0.0 0.0
H 4.077 0.432 1.877 0.0 0.0 0.0
H 5.437 -1.228 3.122 0.0 0.0 0.0
H 4.665 -3.565 3.315 0.0 0.0 0.0
H 2.537 -4.257 2.290 0.0 0.0 0.0
H 0.290 -3.348 3.387 0.0 0.0 0.0
H -1.122 -5.215 4.145 0.0 0.0 0.0
H -2.270 -6.653 2.494 0.0 0.0 0.0
H -1.990 -6.224 0.075 0.0 0.0 0.0
H -0.551 -4.381 -0.694 0.0 0.0 0.0
F 0.933 1.595 -0.618 0.0 -0.1 0.0
Sb 2.520 1.565 -1.747 -0.3 -0.1 -0.1
F 3.570 1.883 -0.232 0.0 0.1 0.0
F 2.229 3.403 -2.049 0.0 0.0 0.0
F 3.925 1.494 -2.964 0.1 0.1 0.0
F 1.228 1.202 -3.126 0.1 0.0 0.0
F 2.635 -0.299 -1.450 0.0 0.0 0.0
```
Forces are in eV/Å.

Values from the calculation:
Multiplicity ... 4
Energy relative to the best compared isomer or geometry (same formula, charge and spin) ... 0.167 eV
<S²> ... 3.777
Charge ... +1

Atom-resolved charges from Mulliken, all expressed in e: atom 1 (Pd): 0.3334, atom 2 (C): -1.6845, atom 3 (C): 0.6606, atom 4 (N): 0.6139, atom 5 (N): -0.5446, atom 6 (C): 0.5792, atom 7 (N): -0.3792, atom 8 (S): -0.2707, atom 9 (C): 0.5336, atom 10 (C): -0.5933, atom 11 (C): -0.5088, atom 12 (C): -0.5960, atom 13 (C): -0.1726, atom 14 (N): -0.2817, atom 15 (H): 0.3653, atom 16 (H): 0.4624, atom 17 (H): 0.4489, atom 18 (H): 0.3217, atom 19 (H): 0.2003, atom 20 (H): 0.2451, atom 21 (H): 0.3446, atom 22 (H): 0.4537, atom 23 (H): 0.4367, atom 24 (H): 0.4306, atom 25 (O): -0.7394, atom 26 (C): 0.4565, atom 27 (N): 0.1445, atom 28 (C): -0.0423, atom 29 (C): 0.4833, atom 30 (O): -0.4642, atom 31 (N): 0.0180, atom 32 (C): 0.3579, atom 33 (C): 0.3337, atom 34 (C): -0.9727, atom 35 (C): -0.3862, atom 36 (C): -0.9185, atom 37 (C): -0.2552, atom 38 (C): 0.4948, atom 39 (C): -0.2102, atom 40 (C): -0.9362, atom 41 (C): -0.3809, atom 42 (C): -0.8473, atom 43 (C): -0.3884, atom 44 (H): 0.4084, atom 45 (H): 0.2629, atom 46 (H): 0.4458, atom 47 (H): 0.4207, atom 48 (H): 0.4224, atom 49 (H): 0.5424, atom 50 (H): 0.5149, atom 51 (H): 0.4209, atom 52 (H): 0.4168, atom 53 (H): 0.4400, atom 54 (H): 0.4742, atom 55 (F): -0.6052, atom 56 (Sb): 2.4827, atom 57 (F): -0.5161, atom 58 (F): -0.5677, atom 59 (F): -0.5215, atom 60 (F): -0.6145, atom 61 (F): -0.5730

---

Formula: C23H21FFeO6S2
Source: the OMol25 dataset
Level of theory: wB97M-V/def2-TZVPD

Structure (XYZ):
```
54
Properties=species:S:1:pos:R:3:forces:R:3
C 2.525 -0.806 -2.331 -0.7 -0.7 -0.8
C 3.195 0.254 -1.519 -1.7 1.4 0.1
C 2.479 0.429 -0.271 -1.3 0.5 1.5
Fe -0.733 1.163 1.038 4.0 -4.1 -0.2
C 0.515 0.487 2.281 -0.7 -3.1 2.3
O 0.903 -0.264 3.095 -0.5 2.9 -2.7
C -0.584 -0.432 0.059 -0.5 -2.7 0.0
O -0.537 -1.526 -0.356 0.0 3.4 0.8
C -0.447 3.094 1.496 -0.5 0.8 -0.5
C -1.802 2.625 1.713 -0.6 0.8 -0.3
C -2.292 2.133 0.428 -0.6 0.9 0.2
C -1.244 2.329 -0.548 0.3 1.2 0.5
C -0.121 2.948 0.101 -0.9 0.6 -0.2
H 3.064 -0.965 -3.260 -0.1 -0.2 0.2
H 2.369 -1.730 -1.758 0.4 0.2 -0.3
H 1.485 -0.569 -2.646 0.6 0.7 0.5
H 3.087 1.182 -2.056 0.1 0.5 -0.5
H 2.020 -0.422 0.224 0.1 0.3 -0.2
H 2.348 1.404 0.196 0.2 -0.3 -0.1
H 0.218 3.591 2.216 -0.5 -0.6 -0.2
H -2.309 2.548 2.682 0.2 0.3 -0.6
H -3.251 1.663 0.220 0.2 0.3 0.1
H -1.291 2.181 -1.624 -0.1 -0.4 0.4
H 0.763 3.337 -0.412 -0.3 -0.4 0.4
F 6.953 -0.962 -1.733 -0.8 0.0 0.9
C 5.808 -1.484 -1.247 1.6 -3.6 -2.7
S 5.266 -2.894 -2.181 -1.5 -1.2 -0.9
C 4.721 -4.016 -0.894 0.9 0.2 0.5
C 3.380 -4.310 -0.628 0.1 -0.1 0.1
C 3.076 -5.136 0.465 0.4 0.3 -0.6
C 4.107 -5.675 1.232 0.0 -0.2 0.1
C 5.438 -5.393 0.945 0.6 0.3 -0.5
C 5.755 -4.536 -0.119 -0.5 -0.4 0.4
O 4.039 -2.721 -2.927 1.1 -0.1 -0.1
O 6.414 -3.377 -2.903 0.1 0.2 0.7
S 5.136 -0.690 0.097 1.3 2.9 1.7
C 5.959 0.736 0.787 -1.2 0.8 0.9
C 6.336 0.717 2.153 0.2 -0.3 -0.7
C 7.142 1.755 2.623 -0.4 -0.6 0.1
C 7.472 2.839 1.811 0.0 -0.2 0.0
C 7.004 2.879 0.506 0.0 -0.2 0.0
C 6.234 1.849 -0.014 0.4 0.0 -0.1
O 4.600 0.251 -1.251 -0.4 -0.8 0.1
O 4.087 -1.275 0.912 0.3 -0.5 -0.7
H 2.589 -3.919 -1.268 0.3 0.0 0.2
H 2.034 -5.360 0.678 0.2 0.0 0.0
H 3.874 -6.344 2.060 0.0 0.2 -0.2
H 6.272 -5.831 1.501 -0.5 0.1 0.0
H 6.780 -4.269 -0.375 -0.2 -0.2 0.2
H 5.997 -0.127 2.779 0.4 0.6 -0.3
H 7.527 1.672 3.634 -0.2 0.3 0.0
H 8.095 3.639 2.197 0.0 -0.1 0.0
H 7.243 3.694 -0.157 0.1 0.3 0.1
H 5.862 1.910 -1.034 0.3 0.0 0.4
```
Forces are in eV/Å.

Values from the calculation:
Multiplicity ... 5
Energy relative to the best compared isomer or geometry (same formula, charge and spin) ... 3.254 eV
<S²> ... 6.041

Atom-resolved charges from Mulliken, all expressed in e: atom 1 (C): -1.3327, atom 2 (C): 0.8819, atom 3 (C): -1.0723, atom 4 (Fe): 0.2677, atom 5 (C): 0.3303, atom 6 (O): -0.3853, atom 7 (C): 0.3337, atom 8 (O): -0.3775, atom 9 (C): -0.6124, atom 10 (C): -0.6513, atom 11 (C): -0.5105, atom 12 (C): -0.5424, atom 13 (C): -0.1149, atom 14 (H): 0.4916, atom 15 (H): -0.0233, atom 16 (H): 0.4535, atom 17 (H): 0.1995, atom 18 (H): 0.2991, atom 19 (H): 0.2441, atom 20 (H): 0.4984, atom 21 (H): 0.4372, atom 22 (H): 0.4476, atom 23 (H): 0.5022, atom 24 (H): 0.4764, atom 25 (F): -0.3141, atom 26 (C): 0.3260, atom 27 (S): 1.1854, atom 28 (C): 0.1391, atom 29 (C): -0.1094, atom 30 (C): -0.7233, atom 31 (C): -0.3994, atom 32 (C): -0.6354, atom 33 (C): -0.2976, atom 34 (O): -0.6654, atom 35 (O): -0.6843, atom 36 (S): 0.6818, atom 37 (C): 0.7245, atom 38 (C): -0.4833, atom 39 (C): -0.5632, atom 40 (C): -0.4571, atom 41 (C): -0.6781, atom 42 (C): -0.4122, atom 43 (O): -0.2744, atom 44 (O): -0.5968, atom 45 (H): 0.4120, atom 46 (H): 0.4241, atom 47 (H): 0.3827, atom 48 (H): 0.3811, atom 49 (H): 0.4158, atom 50 (H): 0.3914, atom 51 (H): 0.3759, atom 52 (H): 0.3840, atom 53 (H): 0.3937, atom 54 (H): 0.4360

---

Formula: C23H21N11OPdS
Source: the OMol25 dataset
Level of theory: wB97M-V/def2-TZVPD

Structure (XYZ):
```
58
Properties=species:S:1:pos:R:3:forces:R:3
Pd 0.540 -0.847 0.154 -0.4 0.2 -0.4
N -1.450 -2.337 3.629 0.0 0.0 -0.1
C -0.986 -1.684 2.565 -0.1 -0.1 -0.1
S 0.048 -2.631 1.487 0.4 0.0 0.1
N -1.344 -0.439 2.381 -0.1 0.0 -0.1
N -0.811 0.122 1.264 0.1 0.1 0.0
C -1.100 1.334 0.903 0.1 0.0 0.0
C -2.088 2.171 1.607 0.0 0.0 0.0
C -3.145 2.716 0.875 0.0 0.0 0.0
C -4.091 3.504 1.511 0.0 0.0 0.0
C -3.969 3.771 2.868 0.0 0.0 0.0
C -2.914 3.237 3.595 0.0 0.0 0.0
C -1.982 2.424 2.973 0.0 0.0 0.0
C -0.359 1.853 -0.279 -0.2 -0.1 -0.1
C -0.436 3.166 -0.704 0.0 0.0 0.0
C 0.272 3.546 -1.842 0.0 0.0 0.0
C 1.026 2.609 -2.523 0.0 0.0 0.0
C 1.092 1.316 -2.024 0.1 0.0 0.0
N 0.426 0.966 -0.933 0.2 0.1 0.3
H -1.202 -3.295 3.811 0.0 0.0 0.0
H -2.143 -1.897 4.214 0.0 0.0 0.0
H -3.240 2.510 -0.184 0.0 0.0 0.0
H -4.919 3.911 0.948 0.0 0.0 0.0
H -4.701 4.396 3.361 0.0 0.0 0.0
H -2.822 3.447 4.652 0.0 0.0 0.0
H -1.178 1.988 3.551 0.0 0.0 0.0
H -1.038 3.876 -0.158 0.0 0.0 0.0
H 0.225 4.569 -2.188 0.0 0.0 0.0
H 1.576 2.867 -3.417 0.0 0.0 0.0
H 1.697 0.549 -2.493 0.0 0.0 0.0
O 2.017 -1.567 -0.899 0.0 -0.2 0.1
C 1.958 -2.096 -2.126 0.0 0.1 0.0
C 3.199 -2.327 -2.737 0.0 0.0 0.0
C 3.271 -2.856 -4.005 0.0 0.0 0.0
C 2.111 -3.167 -4.717 0.0 0.0 0.0
C 0.891 -2.942 -4.131 0.0 0.0 0.0
C 0.788 -2.408 -2.834 0.0 0.0 0.0
C -0.518 -2.201 -2.243 0.0 0.0 0.0
N -0.803 -1.569 -1.107 -0.1 0.0 0.2
C -2.170 -1.628 -0.884 0.0 0.1 0.0
C -2.724 -2.285 -1.924 0.0 0.0 0.0
N -1.683 -2.635 -2.755 0.0 0.0 0.0
H 4.091 -2.085 -2.177 0.0 0.0 0.0
H 4.241 -3.028 -4.452 0.0 0.0 0.0
H 2.170 -3.578 -5.714 0.0 0.0 0.0
H -0.003 -3.175 -4.696 0.0 0.0 0.0
H -2.635 -1.195 -0.016 0.0 0.0 0.0
H -3.746 -2.538 -2.141 0.0 0.0 0.0
H -1.771 -3.175 -3.601 0.0 0.0 0.0
N 4.810 -0.941 3.174 0.0 0.0 0.0
N 3.659 -0.409 2.657 0.0 0.0 0.0
N 3.041 0.600 3.237 0.0 0.0 0.0
C 1.952 0.702 2.498 0.0 0.1 -0.1
N 1.960 -0.207 1.516 0.0 -0.2 0.0
N 3.062 -0.931 1.644 0.0 0.0 0.0
H 5.262 -0.237 3.747 0.0 0.0 0.0
H 5.400 -1.279 2.422 0.0 0.0 0.0
H 1.184 1.438 2.661 0.0 0.0 0.0
```
Forces are in eV/Å.

Values from the calculation:
Energy relative to the best compared isomer or geometry (same formula, charge and spin) ... 0.165 eV
Charge ... +2

Atom-resolved charges from Mulliken, all expressed in e: atom 1 (Pd): -0.3142, atom 2 (N): -0.3949, atom 3 (C): 0.6051, atom 4 (S): -0.1761, atom 5 (N): -1.7299, atom 6 (N): 2.1754, atom 7 (C): 0.0731, atom 8 (C): -0.2898, atom 9 (C): -0.2670, atom 10 (C): -0.8497, atom 11 (C): -0.4790, atom 12 (C): -0.8889, atom 13 (C): -0.1214, atom 14 (C): 1.0544, atom 15 (C): -0.7508, atom 16 (C): -0.6815, atom 17 (C): -0.9534, atom 18 (C): -0.1804, atom 19 (N): 0.5500, atom 20 (H): 0.2152, atom 21 (H): 0.2458, atom 22 (H): 0.5106, atom 23 (H): 0.4232, atom 24 (H): 0.4361, atom 25 (H): 0.4358, atom 26 (H): 0.3897, atom 27 (H): 0.6289, atom 28 (H): 0.4884, atom 29 (H): 0.4823, atom 30 (H): 0.4433, atom 31 (O): -0.3898, atom 32 (C): 0.4218, atom 33 (C): -0.6105, atom 34 (C): -0.5150, atom 35 (C): -0.9111, atom 36 (C): -0.9307, atom 37 (C): 0.6619, atom 38 (C): 0.5462, atom 39 (N): 0.8769, atom 40 (C): -0.6457, atom 41 (C): -1.0287, atom 42 (N): -0.1100, atom 43 (H): 0.4972, atom 44 (H): 0.4447, atom 45 (H): 0.4401, atom 46 (H): 0.3568, atom 47 (H): 0.5007, atom 48 (H): 0.4364, atom 49 (H): 0.1917, atom 50 (N): -0.5673, atom 51 (N): 1.1480, atom 52 (N): -0.8581, atom 53 (C): -0.3670, atom 54 (N): 0.8840, atom 55 (N): -0.7286, atom 56 (H): 0.3291, atom 57 (H): 0.3036, atom 58 (H): 0.5428